1.
Molecular formula: C3H8OS
Method: DFT, wB97M-V/def2-TZVPD

```
13
Properties=species:S:1:pos:R:3:forces:R:3:nbo_charge:R:1
C -0.5648 0.2776 1.0340 -1.3 1.8 0.4 -0.589
C -0.1255 1.5526 0.3187 0.0 -0.9 2.8 -0.647
C -0.8223 -1.3605 -1.1601 -0.8 -1.5 0.6 -0.864
O 2.3350 -1.0193 0.0543 -1.0 -1.1 -0.2 -0.950
S -1.0892 -1.1448 0.4396 0.2 -0.1 -0.9 0.768
H -1.2986 0.5770 1.8124 1.0 -0.7 0.3 0.222
H 0.3238 2.2752 1.0285 -0.1 -0.6 -0.4 0.225
H 0.4563 1.4078 -0.5091 2.0 -0.6 -2.0 0.215
H -0.9833 1.9944 -0.0497 -2.0 1.2 -0.8 0.218
H 1.4279 -1.4460 0.0775 1.6 1.1 -0.1 0.475
H -1.0326 -2.3910 -1.4910 0.3 0.6 0.3 0.232
H -0.8776 -0.6098 -1.9090 0.5 0.8 -0.2 0.225
H 2.2509 -0.1132 0.3538 -0.3 0.0 0.1 0.468
```
Positions in Å, forces in eV/Å.

The calculation puts the lowest unoccupied orbital energy at -0.031 eV. As for the energy above the lowest of the compared OMol25 structures with the same formula, charge and spin: 66.0 kcal per mole. For the HOMO-LUMO gap, the calculation gives 8.0 eV. The spin multiplicity is 1.


2.
Molecular formula: C3H8OS
Method: DFT, wB97M-V/def2-TZVPD

```
13
Properties=species:S:1:pos:R:3:forces:R:3:nbo_charge:R:1
C 1.5663 0.2389 -1.1814 0.4 -0.7 -1.3 -0.771
S 0.1167 1.2362 -0.8276 -0.1 0.3 0.0 0.186
C -0.3614 0.6865 0.8272 0.0 0.5 0.1 -0.563
C -0.9401 -0.7209 0.8189 1.7 0.3 0.0 -0.070
O -2.1319 -0.8144 0.1220 -0.5 -0.3 -0.2 -0.705
H 1.8885 0.5219 -2.2339 -0.4 -0.2 1.3 0.240
H 2.4094 0.4008 -0.4998 -0.3 0.1 -0.1 0.218
H 1.3192 -0.8479 -1.2245 0.2 0.8 0.1 0.213
H -1.1314 1.3920 1.1579 0.0 -0.1 -0.2 0.233
H 0.4608 0.8413 1.5417 0.0 -0.4 -0.3 0.219
H -0.1345 -1.3955 0.4463 -0.6 0.1 0.1 0.148
H -1.1205 -0.9810 1.8336 -0.4 -0.5 0.9 0.181
H -1.9411 -0.5579 -0.7805 -0.1 0.2 -0.4 0.471
```
Positions in Å, forces in eV/Å.

The calculation puts the lowest unoccupied orbital energy at 0.887 eV. The structure (SMILES) is CSCCO. As for the energy above the lowest of the compared OMol25 structures with the same formula, charge and spin: 3.5 kcal per mole. For the HOMO-LUMO gap, the calculation gives 9.7 eV. The spin multiplicity is 1.


3.
Molecular formula: C3H8OS
Method: DFT, wB97M-V/def2-TZVPD

```
13
Properties=species:S:1:pos:R:3:forces:R:3:nbo_charge:R:1
O 2.0776 0.6253 -1.2684 -3.0 3.3 -2.3 -0.734
C 1.0377 0.5809 -0.2111 0.9 2.5 2.3 -0.078
C 0.0624 -0.6011 -0.2346 2.5 -2.7 -2.3 -0.468
C -0.9444 -0.7248 1.0290 3.0 -0.3 -1.9 -0.580
S -1.9860 0.6138 0.7337 -2.9 1.6 0.1 0.000
H 1.8102 1.4731 -1.9522 1.1 -3.8 3.0 0.472
H 1.7827 0.6068 0.7535 -2.4 -0.1 -1.8 0.168
H 0.3142 1.4984 -0.2193 1.9 -1.0 0.0 0.177
H 0.8632 -1.3984 -0.4405 -1.4 0.0 1.1 0.216
H -0.3154 -0.5457 -1.2926 -0.8 0.0 1.2 0.214
H -1.5768 -1.6378 1.2609 1.7 0.9 -0.4 0.255
H -0.1779 -0.3732 1.7439 -1.0 -0.8 0.8 0.236
H -2.9475 -0.1172 0.0975 0.4 0.5 0.2 0.120
```
Positions in Å, forces in eV/Å.

The calculation puts the lowest unoccupied orbital energy at 0.777 eV. The structure (SMILES) is OCCCS. As for the energy above the lowest of the compared OMol25 structures with the same formula, charge and spin: 55.8 kcal per mole. For the HOMO-LUMO gap, the calculation gives 9.7 eV. The spin multiplicity is 1.


4.
Molecular formula: C3H8OS
Method: DFT, wB97M-V/def2-TZVPD

```
13
Properties=species:S:1:pos:R:3:forces:R:3:nbo_charge:R:1
C -2.0796 0.4777 0.0989 2.1 2.1 3.1 -0.641
C -0.8275 -0.3588 0.1495 -1.0 -1.9 -1.5 -0.762
S 0.6062 0.3722 -0.3644 0.1 -2.0 0.9 1.598
C 1.9365 -0.7265 0.3325 -2.3 -3.8 -1.6 -0.800
O 0.7440 1.6891 0.2159 0.3 0.7 -0.3 -0.942
H -2.7120 0.5039 1.0230 0.5 -0.7 -0.7 0.220
H -1.6079 1.4538 0.1612 -0.7 0.9 -0.2 0.224
H -2.6376 0.4140 -0.7544 -1.6 -0.3 -2.2 0.193
H -1.1479 -1.3091 -0.3874 1.6 0.5 0.8 0.214
H 1.1110 0.4967 -1.7796 -0.4 -0.1 1.6 -0.033
H 1.6577 -1.2031 1.3222 0.0 1.1 -1.2 0.266
H 2.1640 -1.6425 -0.3936 -0.7 2.0 1.3 0.233
H 2.7931 -0.1672 0.3762 2.1 1.6 0.2 0.230
```
Positions in Å, forces in eV/Å.

The calculation puts the lowest unoccupied orbital energy at 0.390 eV. The structure (SMILES) is CC=[S@H](C)=O. As for the energy above the lowest of the compared OMol25 structures with the same formula, charge and spin: 102.3 kcal per mole. For the HOMO-LUMO gap, the calculation gives 8.4 eV. The spin multiplicity is 1.


Number 1: HOMO energy -8.00 eV. Number 2: HOMO energy -8.85 eV. Number 3: HOMO energy -8.96 eV. Number 4: HOMO energy -8.03 eV.